Formula: C19H23N3O7
Source: the OMol25 dataset
Level of theory: ωB97M-V with the def2-TZVPD basis set

Positions of all 52 atoms, in Å:
C -4.844 -2.503 5.786
C -4.778 -0.987 5.927
C -4.369 -0.320 4.617
O -3.050 -0.733 4.321
C -2.452 -0.286 3.196
C -3.014 0.592 2.279
C -2.308 0.997 1.158
C -1.024 0.522 0.942
C -0.222 0.920 -0.227
O 0.893 0.502 -0.464
O -0.839 1.810 -1.015
C -0.075 2.207 -2.145
C 0.342 0.969 -2.929
O -0.428 0.012 -2.954
C 1.645 0.958 -3.563
C 2.198 -0.273 -3.949
N 1.470 -1.387 -3.928
N 3.494 -0.343 -4.368
C 4.087 -1.617 -4.725
C 4.310 0.784 -4.481
O 5.462 0.688 -4.839
N 3.726 1.978 -4.187
C 4.571 3.149 -4.353
C 2.412 2.167 -3.732
O 2.008 3.299 -3.544
C -0.448 -0.369 1.853
C -1.141 -0.778 2.972
O -0.673 -1.639 3.916
C 0.626 -2.155 3.751
H -3.879 -2.882 5.460
H -5.595 -2.786 5.052
H -5.098 -2.962 6.737
H -5.749 -0.591 6.230
H -4.044 -0.724 6.690
H -4.409 0.773 4.721
H -5.051 -0.624 3.810
H -4.012 0.970 2.433
H -2.755 1.678 0.453
H -0.727 2.836 -2.754
H 0.793 2.784 -1.823
H 1.894 -2.295 -3.988
H 0.531 -1.254 -3.526
H 5.108 -1.410 -5.045
H 3.539 -2.079 -5.548
H 4.116 -2.287 -3.864
H 3.959 4.025 -4.151
H 5.409 3.103 -3.658
H 4.960 3.179 -5.370
H 0.551 -0.716 1.644
H 0.794 -2.804 4.609
H 1.377 -1.359 3.745
H 0.712 -2.740 2.830

As for the SMILES: CCCOc1ccc(C(=O)OCC(=O)c2c(N)n(C)c(=O)n(C)c2=O)cc1OC. The LUMO energy is 0.6 eV. The value obtained for the relative energy (zero: lowest compared OMol25 entry of this formula, charge and spin) is 0.00 kJ/mol. The calculation puts the HOMO-LUMO gap at 8.77 eV. The calculation puts the HOMO energy at -0.302 Eh. As for the total charge: 0.


Formula: C6H10OS
Source: the OMol25 dataset
Level of theory: ωB97M-V with the def2-TZVPD basis set

Positions of all 18 atoms, in Å:
O 2.356 1.553 0.039
S 3.215 0.171 -0.263
C 2.043 -0.961 0.629
C 0.736 -1.399 0.009
C -0.250 -0.245 -0.018
C -0.240 0.848 0.731
C -1.648 1.264 0.089
C -1.464 -0.005 -0.758
H 2.273 2.118 -0.653
H 1.829 -0.642 1.615
H 2.788 -1.674 0.619
H 0.907 -1.685 -1.022
H 0.254 -2.231 0.482
H 0.385 1.387 1.289
H -1.658 2.128 -0.539
H -2.532 1.411 0.691
H -2.345 -0.705 -0.550
H -1.185 0.206 -1.844

As for the SMILES: OSCCC1=CCC1. The LUMO energy is 0.6 eV. The value obtained for the relative energy (zero: lowest compared OMol25 entry of this formula, charge and spin) is 352.67 kJ/mol. The calculation puts the HOMO-LUMO gap at 9.15 eV. The calculation puts the HOMO energy at -0.312 Eh. As for the total charge: 0.


Formula: C5H5F3N2
Source: the OMol25 dataset
Level of theory: ωB97M-V with the def2-TZVPD basis set

Positions of all 15 atoms, in Å:
C -0.509 -1.578 -0.354
C 0.145 -0.199 -0.044
C 1.457 -0.264 0.603
F 1.457 -1.084 1.726
F 2.382 -0.817 -0.131
F 1.921 0.850 1.055
C -0.802 0.848 0.556
C -0.958 1.858 -0.294
N -0.278 1.696 -1.496
N 0.355 0.692 -1.628
H 0.107 -2.345 -0.651
H -1.203 -1.394 -1.136
H -1.136 -1.840 0.592
H -1.364 0.748 1.485
H -1.574 2.830 -0.283

As for the SMILES: C[C@]1(C(F)(F)F)C=CN=N1. The LUMO energy is -0.3 eV. The value obtained for the relative energy (zero: lowest compared OMol25 entry of this formula, charge and spin) is 146.26 kJ/mol. The calculation puts the HOMO-LUMO gap at 9.10 eV. The calculation puts the HOMO energy at -0.344 Eh. As for the total charge: 0.


Formula: C5H8O
Source: the OMol25 dataset
Level of theory: ωB97M-V with the def2-TZVPD basis set

Positions of all 14 atoms, in Å:
C -2.016 0.163 0.927
O -0.704 0.846 1.253
C 0.228 0.333 0.433
C 0.159 -0.838 -0.192
C 1.249 -0.491 -1.151
C 1.525 0.762 -0.240
H -2.525 0.245 1.872
H -2.458 0.747 0.116
H -2.102 -0.902 0.603
H -0.322 -1.753 0.114
H 2.038 -1.234 -1.250
H 0.887 -0.193 -2.145
H 2.420 0.570 0.367
H 1.619 1.747 -0.706

As for the SMILES: COC1=CCC1. The LUMO energy is 1.1 eV. The value obtained for the relative energy (zero: lowest compared OMol25 entry of this formula, charge and spin) is 287.16 kJ/mol. The calculation puts the HOMO-LUMO gap at 9.26 eV. The calculation puts the HOMO energy at -0.301 Eh. As for the total charge: 0.


Formula: CH5IOSi
Source: the OMol25 dataset
Level of theory: ωB97M-V with the def2-TZVPD basis set

Positions of all 9 atoms, in Å:
C -0.315 -1.076 0.399
O 0.431 1.981 -0.189
Si 1.012 0.530 -0.615
I 3.275 -0.071 0.200
H 0.103 -1.121 1.469
H -1.312 -0.755 0.264
H -0.216 -2.059 -0.027
H 0.496 2.123 0.713
H 1.348 1.000 -2.033

Its spin multiplicity is 3. Its expectation value of S² is 2.01. The LUMO energy (alpha / beta) is 0.5 / -3.6 eV. The value obtained for the relative energy (zero: lowest compared OMol25 entry of this formula, charge and spin) is 101.56 kJ/mol. The calculation puts the HOMO-LUMO gap (alpha / beta) at 5.76 / 6.13 eV. The calculation puts the HOMO energy (alpha / beta) at -0.193 / -0.359 Eh. As for the total charge: 0.


Formula: C3H6N2O
Source: the OMol25 dataset
Level of theory: ωB97M-V with the def2-TZVPD basis set

Positions of all 12 atoms, in Å:
C -1.033 0.080 0.064
C -2.392 0.141 -0.397
C 1.697 -0.453 -0.026
N -0.015 1.090 0.241
N 1.148 0.720 0.582
O -0.642 -1.089 0.349
H -2.879 -0.719 -0.817
H -2.920 1.068 -0.678
H 1.890 -0.313 -1.105
H 2.631 -0.728 0.408
H 0.729 -1.109 0.176
H 1.785 1.312 1.202

The LUMO energy (alpha / beta) is -0.7 / -1.1 eV. The value obtained for the relative energy (zero: lowest compared OMol25 entry of this formula, charge and spin) is 551.26 kJ/mol. The calculation puts the HOMO-LUMO gap (alpha / beta) at 8.34 / 6.93 eV. The calculation puts the HOMO energy (alpha / beta) at -0.331 / -0.297 Eh. As for the total charge: 0.